Entry 1:
Here is C50H41AsBrN4O5S4Ti as an isolated structure in a non-equilibrium geometry from the Open Molecules 2025 dataset. Energies are from the ωB97M-V functional and the def2-TZVPD basis.

Last column: Mulliken charge in e.
Element x y z (Å)
1 C -3.930 1.350 0.737  0.00
2 C 5.955 3.031 -2.921  -0.40
3 H 2.662 3.486 0.995  0.33
4 H -0.693 -1.176 2.969  0.46
5 H 4.188 -0.784 1.640  0.49
6 C -1.128 -4.024 -2.088  -0.17
7 H -1.414 2.082 -6.276  0.33
8 C -3.927 -2.339 1.611  -0.95
9 H -0.586 -4.066 3.291  0.41
10 C 1.306 -3.190 -0.363  -0.44
11 C -1.521 -0.798 3.549  -0.15
12 H 3.186 4.646 -1.826  0.38
13 H -2.398 1.151 -4.216  0.51
14 H 2.159 3.004 -4.117  0.33
15 H -2.916 1.710 0.624  0.21
16 C 0.361 5.968 0.917  -0.59
17 C 2.530 0.402 2.332  0.87
18 C 1.428 2.482 3.820  -0.79
19 H 0.894 3.023 -6.229  0.36
20 H 3.876 0.442 -2.240  0.51
21 H 4.307 0.747 3.465  0.39
22 C -0.696 1.545 -2.985  0.36
23 C -1.412 -0.328 4.887  -0.94
24 S -3.830 -3.274 0.178  0.04
25 H -5.058 3.130 0.067  0.41
26 H -1.670 -4.853 2.132  0.43
27 S -3.817 0.111 4.173  -0.13
28 C -2.764 -0.627 3.022  0.27
29 C -0.265 -2.863 -4.383  -0.69
30 H -7.254 1.745 0.457  0.45
31 C -4.221 0.088 1.149  -0.92
32 N 0.829 -4.880 0.975  0.02
33 C -0.983 -2.178 -3.417  -0.28
34 C -5.156 -4.232 2.143  -0.74
35 C -1.397 1.565 -4.202  -0.61
36 C 0.648 1.862 2.850  1.41
37 C -2.580 0.185 5.358  -0.68
38 S -5.923 -0.178 1.169  -0.14
39 C -0.008 -3.852 1.248  -0.63
40 C -5.088 2.112 0.430  -1.21
41 H -1.685 -3.099 2.300  -0.29
42 C 3.835 3.823 -2.101  -0.19
43 H -0.583 4.080 -1.734  0.35
44 C 1.464 5.229 1.328  -0.60
45 C 3.108 -0.707 1.498  -0.85
46 H 5.467 5.104 -2.649  0.38
47 C -0.841 2.090 -5.354  -0.84
48 H -4.816 -2.554 3.559  0.54
49 H 0.609 -4.773 -4.886  0.40
50 C 1.105 3.665 -0.479  0.26
51 H -1.201 -1.121 -3.523  0.44
52 H -5.745 -4.897 2.760  0.38
53 O -2.162 -1.065 0.740  -0.33
54 O 0.992 -1.165 -1.376  0.78
55 C 3.278 1.053 3.302  -0.97
56 Ti -0.368 -0.730 -0.007  0.60
57 C 1.194 0.793 2.109  0.03
58 H 2.896 -0.538 0.437  -0.14
59 C 0.000 4.409 -0.881  -0.52
60 O 3.434 -5.022 -1.586  -0.66
61 N 0.469 0.141 1.156  0.43
62 H 0.066 6.856 1.465  0.31
63 C -4.657 -2.972 2.575  -0.23
64 H -1.120 2.970 3.374  0.61
65 N 0.246 -2.818 0.483  2.21
66 C -0.737 2.364 2.550  -0.15
67 H 0.999 3.301 4.389  0.46
68 C 0.601 2.083 -2.970  -0.51
69 C 3.373 2.515 -1.980  -0.60
70 C -3.219 -0.978 1.604  2.90
71 S -1.555 0.917 -1.582  -0.59
72 C -1.046 -3.972 2.304  -1.04
73 C 1.706 -4.511 -0.054  -0.32
74 C 0.024 -4.204 -4.177  -0.18
75 N -1.406 -2.742 -2.288  -0.12
76 C -0.433 -4.788 -3.013  -0.52
77 C 1.826 4.081 0.639  -0.18
78 C -4.787 -4.517 0.862  -0.61
79 O 2.639 -2.496 -2.175  -1.10
80 H 3.204 -4.083 -1.832  0.41
81 C 1.704 -2.274 -1.369  0.75
82 H 0.825 -5.799 1.380  0.29
83 C 2.646 -5.436 -0.563  0.38
84 C 1.153 2.602 -4.139  -0.44
85 H -5.012 -5.407 0.296  0.47
86 C 5.118 4.080 -2.564  -0.67
87 C 4.224 1.467 -2.334  -0.27
88 C -6.241 1.414 0.624  -0.52
89 H 2.028 5.528 2.203  0.38
90 C 0.445 2.615 -5.331  -0.78
91 H 6.150 0.897 -3.082  0.42
92 H -1.454 -4.461 -1.150  0.63
93 H -0.490 -0.343 5.452  0.42
94 As 1.605 1.961 -1.305  0.98
95 Br -0.068 -6.606 -2.634  -0.19
96 H 2.656 -1.672 1.743  0.10
97 C -0.371 5.553 -0.186  -0.60
98 H -1.243 6.115 -0.502  0.37
99 H -1.416 1.532 2.374  -0.85
100 H -2.773 0.619 6.326  0.43
101 O 2.762 -6.588 -0.110  -0.81
102 C 5.504 1.723 -2.808  -0.75
103 H 6.957 3.232 -3.282  0.34
104 H 3.331 2.583 4.816  0.35
105 H -0.737 2.978 1.643  -0.31
106 C 2.737 2.087 4.057  -1.01
107 H 0.092 -2.348 -5.264  0.42

2S+1 ... 2
Lowest unoccupied orbital energy (alpha / beta) ... 3.69 / 3.69 eV
HOMO energy (alpha / beta) ... 0.2863 / -2.6253 eV
Total charge ... -2
Electronic energy ... -266057.757 eV
HOMO-LUMO gap (alpha / beta) ... 3.400 / 6.311 eV
ΔE to the lowest compared entry with this formula, charge and spin ... 0.000 eV

=====

Entry 2:
Here is a 2-piece molecular cluster, C3H6FN2O overall in a non-equilibrium geometry from the Open Molecules 2025 dataset. Energies are from the ωB97M-V functional and the def2-TZVPD basis.

Last column: Mulliken charge in e.
Element x y z (Å)
1 C 1.116 -1.551 -0.238  0.61
2 H -0.377 -2.905 -0.157  0.29
3 H -1.112 0.436 -1.258  0.31
4 H 0.370 2.354 -0.759  0.34
5 C -1.153 0.153 0.872  -0.04
6 F -2.262 -0.566 0.777  -0.20
7 N 0.319 -2.309 0.173  -0.28
8 H -0.851 0.285 1.884  0.38
9 O 1.842 -0.650 -0.394  -0.58
10 H 0.946 1.711 0.535  0.34
11 N 0.559 1.474 -0.378  -0.18
12 H 1.272 0.828 -0.840  0.43
13 C -0.670 0.740 -0.218  -0.43

Lowest unoccupied orbital energy ... -3.55 eV
HOMO energy ... -15.1269 eV
Total charge ... +1
Electronic energy ... -10945.021 eV
HOMO-LUMO gap ... 11.573 eV
ΔE to the lowest compared entry with this formula, charge and spin ... 0.306 eV

=====

Entry 3:
Here is C22H11Cl8N4O3ReS as an isolated structure from the Open Molecules 2025 dataset. Energies are from the ωB97M-V functional and the def2-TZVPD basis.

Last column: Mulliken charge in e.
Element x y z (Å)
1 N 1.020 0.654 0.696  0.38
2 H -2.414 2.375 -1.525  0.39
3 C 0.763 1.539 -1.402  0.74
4 C 3.942 1.727 -0.913  -0.18
5 H 5.249 -1.905 -0.826  0.45
6 C -4.662 -1.659 -0.473  -0.16
7 C 4.883 -0.888 -0.847  -0.82
8 Cl -2.516 -0.703 -1.787  -0.11
9 Cl 0.473 -3.431 -1.121  -0.12
10 Cl -6.241 -1.129 3.148  -0.16
11 C 5.284 1.468 -1.143  -0.79
12 Re -1.168 0.627 0.718  1.61
13 C 3.073 0.675 -0.638  -0.49
14 H 2.386 -0.912 3.912  0.26
15 O -0.586 -1.275 0.321  -0.35
16 N 1.484 -0.463 3.942  -0.38
17 C 0.018 -3.570 0.584  0.70
18 C -1.390 2.285 -1.859  0.12
19 H 0.858 -0.715 4.688  0.25
20 C -3.149 -0.171 0.766  -1.60
21 C -4.042 -0.241 1.843  0.82
22 C 3.544 -0.635 -0.597  0.08
23 H -1.737 3.238 -3.730  0.45
24 Cl -1.080 -4.930 0.794  -0.10
25 C -2.277 2.261 1.031  0.14
26 C -5.191 -1.034 1.798  -0.12
27 Cl -6.885 -2.744 0.584  -0.15
28 O -2.944 3.157 1.202  -0.36
29 S -0.645 0.755 2.877  -0.39
30 C 1.203 1.965 -2.643  -0.57
31 C -1.007 2.755 -3.098  -0.87
32 C 0.999 0.047 2.809  0.59
33 H 6.798 -0.039 -1.302  0.41
34 H 0.631 2.917 -4.477  0.48
35 C 0.306 2.577 -3.503  -0.74
36 N -0.533 1.669 -1.030  0.18
37 Cl 1.484 -3.798 1.558  -0.13
38 H 2.237 1.812 -2.914  0.57
39 H 5.964 2.286 -1.341  0.40
40 C -5.493 -1.758 0.644  0.51
41 H 3.577 2.748 -0.925  0.54
42 C 5.752 0.162 -1.116  -0.44
43 Cl -5.037 -2.502 -1.916  -0.17
44 Cl -3.775 0.680 3.279  -0.16
45 O -1.178 -2.300 2.225  -0.53
46 C -3.527 -0.869 -0.384  1.14
47 C -0.672 -2.288 1.132  0.02
48 N 1.712 0.098 1.730  -1.38
49 H 2.864 -1.447 -0.373  0.32
50 C 1.641 0.931 -0.397  0.71

2S+1 ... 2
Lowest unoccupied orbital energy (alpha / beta) ... -4.75 / -5.86 eV
HOMO energy (alpha / beta) ... -11.4895 / -11.6854 eV
Total charge ... +1
Electronic energy ... -148235.438 eV
HOMO-LUMO gap (alpha / beta) ... 6.743 / 5.828 eV
ΔE to the lowest compared entry with this formula, charge and spin ... 0.133 eV

=====

> Look up the total charge of the third one.

+1

=====

> Among the records above, which one has the lowest total charge?

C50H41AsBrN4O5S4Ti

=====

What did the second record say?
Here is a 2-piece molecular cluster, C3H6FN2O overall in a non-equilibrium geometry from the Open Molecules 2025 dataset. Energies are from the ωB97M-V functional and the def2-TZVPD basis.

Last column: Mulliken charge in e.
Element x y z (Å)
1 C 1.116 -1.551 -0.238  0.61
2 H -0.377 -2.905 -0.157  0.29
3 H -1.112 0.436 -1.258  0.31
4 H 0.370 2.354 -0.759  0.34
5 C -1.153 0.153 0.872  -0.04
6 F -2.262 -0.566 0.777  -0.20
7 N 0.319 -2.309 0.173  -0.28
8 H -0.851 0.285 1.884  0.38
9 O 1.842 -0.650 -0.394  -0.58
10 H 0.946 1.711 0.535  0.34
11 N 0.559 1.474 -0.378  -0.18
12 H 1.272 0.828 -0.840  0.43
13 C -0.670 0.740 -0.218  -0.43

Lowest unoccupied orbital energy ... -3.55 eV
HOMO energy ... -15.1269 eV
Total charge ... +1
Electronic energy ... -10945.021 eV
HOMO-LUMO gap ... 11.573 eV
ΔE to the lowest compared entry with this formula, charge and spin ... 0.306 eV